{
  "formula": "C16H12BF5N7ReS",
  "method": "wB97M-V/def2-TZVPD",
  "species": ["Re", "B", "N", "C", "C", "C", "N", "N", "C", "C", "C", "N", "H", "H", "H", "H", "H", "H", "H", "H", "N", "C", "F", "C", "C", "F", "C", "F", "C", "S", "C", "F", "C", "F", "N", "C", "C", "N", "C", "H", "H", "H", "H"],
  "coordinates": [[-0.4551, -0.4520, 0.2776], [0.0427, 1.4756, -2.5472], [0.4675, 2.0918, -1.1728], [0.9081, 3.3110, -0.9205], [0.9031, 3.5369, 0.4614], [0.4424, 2.3643, 0.9953], [0.1572, 1.4788, 0.0009], [0.4851, -0.0300, -2.5454], [1.0232, -0.6959, -3.5560], [1.0335, -2.0613, -3.2740], [0.4706, -2.1596, -2.0280], [0.1161, -0.9246, -1.5796], [0.6495, 2.0348, -3.4203], [-1.1554, 1.5439, -2.6605], [1.2012, 3.9521, -1.7366], [1.2212, 4.4217, 0.9834], [0.3292, 2.0692, 2.0263], [1.3622, -0.1544, -4.4247], [1.4177, -2.8547, -3.8901], [0.3156, -3.0216, -1.4024], [2.3609, -1.0468, 1.7083], [1.3891, -0.8201, 1.1233], [-0.5065, -1.9566, 6.6790], [-0.6660, -2.0934, 5.3773], [-0.7618, -0.9667, 4.5726], [-0.7007, 0.2502, 5.0919], [-0.9215, -1.1647, 3.2258], [-1.0251, -0.0346, 2.4222], [-0.9922, -2.3954, 2.6150], [-1.1363, -2.5358, 0.8630], [-0.9025, -3.5025, 3.4453], [-0.9581, -4.7243, 2.9364], [-0.7367, -3.3576, 4.8139], [-0.6415, -4.4222, 5.5894], [-4.4007, 1.1030, -0.3918], [-4.2172, 0.5397, -1.6372], [-2.9925, -0.0300, -1.6099], [-2.4340, 0.1728, -0.3530], [-3.3181, 0.8628, 0.3490], [-5.2154, 1.6069, -0.0808], [-4.9589, 0.6052, -2.4127], [-2.4743, -0.5678, -2.3821], [-3.2033, 1.1832, 1.3714]],
  "forces_ev_per_a": [[-0.35, -0.50, 0.18], [0.21, 0.01, 0.02], [-0.28, -0.13, -0.02], [0.05, 0.04, -0.11], [0.08, 0.07, -0.05], [0.00, -0.23, -0.03], [0.19, 0.44, 0.07], [-0.24, 0.00, 0.14], [0.04, 0.15, -0.07], [0.06, -0.05, -0.03], [-0.06, 0.10, 0.08], [0.17, -0.12, -0.39], [-0.08, -0.04, 0.07], [0.09, 0.00, 0.04], [-0.01, 0.01, 0.05], [0.00, -0.01, -0.02], [0.01, 0.03, 0.00], [0.00, -0.05, 0.01], [-0.01, 0.01, 0.02], [0.02, -0.03, -0.03], [-0.13, 0.07, -0.06], [0.23, 0.00, 0.12], [0.00, 0.00, 0.00], [0.02, 0.00, 0.10], [0.00, 0.00, 0.05], [-0.01, 0.01, -0.02], [-0.06, 0.23, 0.02], [-0.01, 0.01, 0.02], [-0.11, -0.17, -0.05], [0.19, 0.19, -0.06], [0.00, -0.12, 0.05], [-0.01, 0.02, -0.03], [0.00, -0.04, 0.03], [0.00, -0.02, -0.01], [-0.09, -0.01, -0.09], [-0.11, 0.09, 0.09], [0.07, -0.09, 0.27], [-0.05, 0.14, -0.29], [0.12, -0.07, 0.00], [-0.01, 0.00, -0.02], [0.01, -0.01, 0.01], [0.02, 0.01, 0.01], [0.01, 0.02, -0.02]],
  "e_above_lowest_kcal_mol": 15.4,
  "s2": 0.787,
  "total_charge": 1,
  "spin_multiplicity": 2
}

{
  "formula": "C16H12CeIN3O2S5Se",
  "method": "wB97M-V/def2-TZVPD",
  "species": ["Ce", "C", "C", "N", "C", "C", "C", "O", "C", "C", "N", "C", "C", "C", "C", "C", "C", "I", "C", "O", "H", "H", "H", "H", "H", "H", "H", "H", "H", "H", "H", "H", "S", "S", "S", "S", "Se", "C", "N", "S", "C"],
  "coordinates": [[-0.9545, -0.4451, 2.0493], [1.5113, -4.5120, 0.8343], [1.3423, -3.5674, -0.3117], [1.9736, -3.8406, -1.4526], [1.8453, -3.0545, -2.4637], [1.0930, -1.9348, -2.4775], [1.1807, -1.0401, -3.7046], [1.3158, 0.3490, -3.3604], [0.4065, -1.6040, -1.3190], [-0.4391, -0.4289, -1.3796], [-0.9168, 0.0457, -0.3164], [-1.6764, 1.2618, -0.2925], [-1.7089, 2.2667, -1.2337], [-2.4673, 3.3749, -0.9882], [-3.0481, 3.5009, 0.2989], [-2.9821, 2.4948, 1.2642], [-2.2488, 1.3547, 0.9760], [-3.5468, -1.5702, 3.0412], [0.4942, -2.4375, -0.2194], [-0.0579, -2.0969, 0.9913], [2.2532, -5.2566, 0.5645], [0.6472, -5.1039, 1.1026], [1.8807, -3.9657, 1.7590], [2.4292, -3.3296, -3.3434], [0.2479, -1.0104, -4.2733], [1.8876, -1.4576, -4.3587], [1.8807, 0.4050, -2.5874], [-0.6624, -0.1064, -2.4215], [-1.1189, 2.1294, -2.1283], [-2.5881, 4.0626, -1.8182], [-3.6990, 4.3526, 0.4241], [-3.5488, 2.6551, 2.1542], [2.4105, 4.0806, 4.3589], [0.1984, -0.8048, 4.9554], [-0.3285, 1.1224, 5.2617], [-1.2213, 1.7806, 3.6591], [1.6843, 0.6669, 2.0054], [2.0710, 0.7448, 0.2337], [2.2351, 0.7066, -0.9119], [0.6516, 5.4572, 2.1886], [1.5736, 4.7547, 3.2393]],
  "forces_ev_per_a": [[-0.48, -0.67, 0.11], [1.15, 0.45, 1.11], [-0.73, -0.06, -0.31], [0.11, -1.76, 2.45], [0.96, 0.02, -1.99], [-0.11, 1.03, -0.88], [-2.33, 1.32, 1.35], [0.21, -0.99, -1.42], [-0.56, 0.07, -0.77], [-0.06, -1.08, -0.90], [-0.53, 1.67, -0.59], [0.32, -0.68, 1.73], [0.62, -0.98, -0.81], [-0.12, -0.01, 0.95], [-0.69, 0.01, -1.32], [0.08, 0.87, -1.40], [0.12, -0.45, 0.33], [0.03, -0.08, -0.04], [0.39, 0.35, 2.20], [0.17, -0.61, -1.43], [0.32, 0.09, -0.12], [-0.63, 0.32, 0.05], [-0.58, -0.61, -1.01], [-0.06, 0.10, 0.00], [-0.23, -0.52, -0.03], [1.50, -0.14, -0.87], [0.51, 0.36, 0.71], [-0.02, 0.38, 1.11], [-0.12, 0.19, -0.35], [-0.09, 0.43, 0.49], [-0.02, 0.23, 0.40], [-0.03, -0.13, 0.73], [-0.08, 0.05, -0.35], [-0.23, 0.57, -0.31], [0.57, -0.94, 0.65], [-0.50, 0.86, -0.25], [0.83, 0.47, 0.27], [-0.20, -0.31, -0.48], [0.51, 0.32, 0.66], [0.57, -0.48, 0.41], [-0.56, 0.33, -0.08]],
  "e_above_lowest_kcal_mol": 0.0,
  "s2": 0.755,
  "total_charge": -1,
  "spin_multiplicity": 2
}

{
  "formula": "C16H12ClN3O4RuS2",
  "method": "wB97M-V/def2-TZVPD",
  "species": ["Ru", "N", "C", "C", "C", "C", "C", "C", "C", "C", "N", "C", "H", "H", "H", "H", "H", "H", "H", "H", "S", "C", "N", "C", "C", "C", "C", "C", "C", "S", "H", "H", "H", "H", "O", "Cl", "O", "O", "O"],
  "coordinates": [[0.0486, 0.5310, -1.8342], [1.7936, 0.0253, -0.6437], [1.6555, 0.6323, 0.6665], [2.5293, 0.4254, 1.6950], [2.3592, 1.1069, 2.9176], [1.3379, 1.9999, 3.0768], [0.4195, 2.2301, 2.0271], [-0.6468, 3.1545, 2.1094], [-1.4841, 3.3209, 1.0443], [-1.2923, 2.5480, -0.1101], [-0.3152, 1.6667, -0.2109], [0.5714, 1.5118, 0.8277], [1.9694, -0.9721, -0.5748], [2.5931, 0.4413, -1.1282], [3.3674, -0.2488, 1.5664], [3.0591, 0.9313, 3.7223], [1.2201, 2.5450, 4.0042], [-0.7840, 3.7276, 3.0178], [-2.3029, 4.0245, 1.0684], [-1.9570, 2.6258, -0.9587], [-2.0221, 0.7050, -2.9519], [-2.1846, -0.7850, -2.0535], [-1.1270, -1.0448, -1.3079], [-1.2509, -2.2205, -0.5756], [-0.3497, -2.7567, 0.3334], [-0.6754, -3.9490, 0.9566], [-1.8789, -4.6004, 0.6879], [-2.7907, -4.0647, -0.2056], [-2.4639, -2.8698, -0.8280], [-3.4253, -1.9535, -1.9735], [0.5784, -2.2553, 0.5729], [0.0177, -4.3794, 1.6665], [-2.1073, -5.5321, 1.1860], [-3.7285, -4.5630, -0.4097], [0.6750, 2.2482, -2.9248], [1.9073, 1.6393, -3.5172], [2.9979, 1.8186, -2.6182], [2.1618, 2.1363, -4.7977], [1.5247, 0.1992, -3.5223]],
  "forces_ev_per_a": [[-0.11, 0.17, -0.63], [-0.04, 0.27, -0.03], [0.03, -0.08, -0.01], [0.00, 0.01, -0.01], [-0.01, 0.02, 0.01], [0.02, 0.00, 0.01], [0.01, -0.03, -0.03], [-0.02, 0.00, -0.02], [-0.02, 0.02, 0.01], [0.00, -0.07, 0.00], [0.02, -0.10, 0.00], [-0.04, 0.04, 0.10], [-0.04, -0.03, -0.04], [0.03, -0.04, -0.01], [0.00, 0.00, -0.01], [0.00, 0.00, 0.00], [0.00, 0.00, 0.00], [0.00, 0.00, 0.00], [0.00, 0.00, 0.00], [0.01, 0.02, -0.01], [-0.10, -0.36, 0.04], [0.10, 0.21, -0.13], [0.11, -0.18, 0.30], [-0.11, 0.03, -0.07], [0.02, -0.11, 0.09], [0.07, 0.08, -0.01], [-0.08, 0.01, -0.05], [0.03, -0.06, 0.06], [-0.03, 0.09, -0.08], [0.04, -0.02, 0.04], [0.00, 0.04, -0.03], [-0.01, -0.02, 0.00], [0.00, 0.00, 0.00], [0.00, 0.00, 0.00], [0.51, 0.30, 0.27], [-0.01, 0.10, 0.06], [0.09, 0.01, 0.01], [-0.15, -0.08, -0.07], [-0.31, -0.23, 0.20]],
  "e_above_lowest_kcal_mol": 0.0,
  "s2": 0.758,
  "total_charge": 1,
  "spin_multiplicity": 2
}

{
  "formula": "C16H12CoN4Se",
  "method": "wB97M-V/def2-TZVPD",
  "species": ["Co", "C", "C", "C", "C", "C", "H", "H", "H", "H", "H", "N", "C", "C", "C", "C", "C", "C", "C", "N", "C", "C", "N", "C", "H", "H", "H", "H", "H", "H", "H", "Se", "C", "N"],
  "coordinates": [[0.0661, 0.8189, 2.8810], [0.7488, 0.2952, 4.7542], [1.7844, 0.1150, 3.8079], [2.0267, 1.3661, 3.1813], [1.1534, 2.3247, 3.7615], [0.3491, 1.6626, 4.7248], [0.2905, -0.4812, 5.3465], [2.2599, -0.8205, 3.5608], [2.7250, 1.5518, 2.3814], [1.0630, 3.3574, 3.4643], [-0.4311, 2.1090, 5.3204], [-0.6279, -0.2521, -7.5404], [-0.5272, -0.3520, -6.4014], [-0.4014, -0.4750, -4.9731], [0.8431, -0.2943, -4.3747], [0.9659, -0.4145, -3.0012], [-0.1607, -0.7046, -2.2501], [-1.4071, -0.8818, -2.8292], [-1.5246, -0.7702, -4.2035], [-0.0465, -0.8225, -0.8225], [-0.2537, -1.9617, -0.0821], [-0.1389, -1.5977, 1.2194], [0.1270, -0.2447, 1.2745], [0.1714, 0.1885, 0.0264], [1.7061, -0.0699, -4.9853], [1.9285, -0.2972, -2.5211], [-2.2702, -1.0778, -2.2066], [-2.4850, -0.9001, -4.6822], [-0.4539, -2.9112, -0.5454], [-0.2387, -2.2015, 2.1042], [0.3144, 1.2079, -0.2908], [-2.0138, 1.6097, 2.6278], [-2.5930, 0.7366, 1.1101], [-2.9494, 0.1873, 0.1632]],
  "forces_ev_per_a": [[-0.08, -0.07, -0.07], [0.04, -0.01, 0.01], [-0.02, 0.00, -0.01], [0.03, 0.03, 0.03], [0.05, 0.02, 0.03], [0.01, 0.02, 0.00], [0.00, 0.00, 0.00], [0.00, 0.00, -0.01], [0.00, -0.01, 0.00], [0.01, 0.00, 0.01], [0.00, 0.00, 0.00], [0.00, 0.00, 0.00], [-0.01, 0.00, 0.00], [0.00, 0.00, 0.01], [0.00, 0.00, 0.00], [0.01, 0.00, -0.01], [0.00, 0.00, 0.00], [0.00, 0.00, 0.00], [0.00, 0.00, 0.00], [0.01, 0.00, 0.00], [-0.01, 0.00, 0.00], [0.00, 0.00, 0.00], [0.02, 0.00, 0.03], [0.00, -0.01, -0.01], [0.00, 0.00, 0.00], [0.00, 0.00, 0.00], [0.00, 0.01, 0.00], [0.00, 0.00, 0.00], [0.00, 0.00, 0.00], [0.00, 0.00, 0.00], [-0.01, 0.00, 0.00], [-0.04, 0.03, -0.01], [-0.01, -0.03, 0.00], [0.01, 0.01, -0.01]],
  "total_energy_ev": -125712.9345,
  "total_charge": 1
}

{
  "formula": "C16H12FN3O2S",
  "method": "wB97M-V/def2-TZVPD",
  "species": ["O", "C", "C", "S", "C", "N", "N", "C", "C", "C", "C", "C", "C", "C", "O", "N", "C", "C", "C", "C", "C", "C", "F", "H", "H", "H", "H", "H", "H", "H", "H", "H", "H", "H", "H"],
  "coordinates": [[-0.9889, -1.6964, -3.4301], [-1.7989, -1.5617, -2.5496], [-3.2189, -1.0826, -2.8438], [-3.7995, 0.1228, -1.5916], [-2.2761, 0.9286, -1.3502], [-1.4393, 1.3325, -2.2512], [-0.3393, 1.7332, -1.6006], [-0.5489, 1.5636, -0.3280], [0.3881, 1.7737, 0.7478], [0.0111, 1.5446, 2.0697], [0.9393, 1.7002, 3.0812], [2.2382, 2.0790, 2.7818], [2.6127, 2.3079, 1.4660], [1.6945, 2.1574, 0.4463], [-1.7870, 1.0562, -0.0990], [-1.5663, -1.7961, -1.2258], [-0.3326, -1.7614, -0.5701], [0.8884, -1.6108, -1.2190], [2.0525, -1.4805, -0.4828], [2.0288, -1.5074, 0.9008], [0.8245, -1.6690, 1.5652], [-0.3310, -1.7915, 0.8255], [-1.5216, -1.9187, 1.4669], [-3.9329, -1.9062, -2.8160], [-3.2300, -0.6178, -3.8288], [-1.0018, 1.2458, 2.2938], [0.6497, 1.5243, 4.1064], [2.9603, 2.1972, 3.5760], [3.6253, 2.6041, 1.2375], [1.9601, 2.3240, -0.5850], [-2.3677, -1.7726, -0.6033], [0.9097, -1.5776, -2.2954], [2.9888, -1.3523, -1.0027], [2.9406, -1.4003, 1.4664], [0.7679, -1.6923, 2.6416]],
  "forces_ev_per_a": [[0.14, 0.01, -0.19], [-0.35, -0.14, -0.08], [-0.02, 0.31, 0.04], [-0.24, -0.05, -0.08], [-0.10, 0.18, -0.46], [-1.50, -0.42, -0.42], [1.29, 0.42, 1.09], [-0.06, 0.04, -0.97], [0.16, 0.04, 0.58], [0.02, 0.09, -0.21], [0.03, 0.01, 0.09], [0.01, -0.02, 0.04], [0.04, 0.02, 0.01], [-0.23, -0.04, 0.01], [0.20, 0.02, 0.18], [-0.24, -0.33, 0.51], [0.19, -0.02, 0.17], [0.00, 0.00, -0.08], [0.03, 0.00, 0.09], [0.04, -0.02, 0.00], [-0.20, -0.08, -0.09], [0.20, -0.01, -0.12], [0.02, 0.02, -0.13], [0.00, -0.02, -0.02], [0.09, -0.15, 0.10], [-0.08, -0.05, 0.03], [-0.02, -0.01, 0.09], [0.06, 0.01, 0.06], [0.09, 0.02, -0.03], [0.07, 0.01, -0.11], [0.17, 0.13, -0.21], [-0.01, -0.01, -0.02], [0.10, 0.01, -0.06], [0.10, 0.01, 0.07], [-0.04, 0.01, 0.12]],
  "e_above_lowest_kcal_mol": 1.8,
  "smiles": "O=C(CSc1nnc(-c2ccccc2)o1)Nc1ccccc1F"
}

{
  "formula": "C16H12MoN3O8S3",
  "method": "wB97M-V/def2-TZVPD",
  "species": ["Mo", "O", "S", "O", "O", "C", "C", "C", "C", "C", "C", "S", "O", "O", "O", "H", "H", "H", "H", "O", "C", "O", "C", "C", "C", "C", "C", "N", "H", "H", "H", "H", "S", "C", "N", "C", "C", "C", "N", "H", "H", "H", "H"],
  "coordinates": [[-0.3697, -0.1239, 0.1298], [2.3231, 1.2890, 1.5540], [1.1709, 1.5178, 2.3664], [0.9903, 2.7762, 3.0053], [-0.1149, 1.2482, 1.5001], [1.0531, 0.2625, 3.6427], [1.2557, 0.7451, 4.9256], [1.2638, -0.1135, 6.0176], [1.0599, -1.4690, 5.8395], [0.8451, -1.9690, 4.5638], [0.8428, -1.1150, 3.4698], [0.5326, -1.9155, 1.9292], [-0.8950, -1.5165, 1.5029], [0.7183, -3.3090, 2.0650], [1.3166, -1.2022, 0.8787], [1.4100, 1.8055, 5.0632], [1.4326, 0.2909, 7.0061], [1.0672, -2.1455, 6.6825], [0.6896, -3.0269, 4.4080], [0.4565, -1.7496, -3.4917], [0.4040, -1.0498, -2.5200], [-0.3391, -1.2798, -1.4475], [1.1461, 0.2506, -2.4023], [2.0802, 0.6653, -3.3236], [2.6692, 1.9082, -3.1359], [2.2825, 2.6886, -2.0576], [1.3429, 2.1994, -1.1704], [0.7954, 0.9897, -1.3386], [2.3245, 0.0165, -4.1522], [3.4175, 2.2690, -3.8286], [2.7065, 3.6681, -1.8921], [1.0208, 2.7697, -0.3119], [-2.6205, 0.6665, -0.4254], [-2.8765, 0.1021, -2.0382], [-3.9902, -0.6476, -2.2463], [-4.3220, -1.1364, -3.4579], [-3.4983, -0.8852, -4.5137], [-2.3590, -0.1172, -4.2494], [-2.0706, 0.3758, -3.0561], [-4.5648, -0.8568, -1.4384], [-5.2310, -1.7178, -3.5133], [-3.7142, -1.2646, -5.4997], [-1.6517, 0.1058, -5.0397]],
  "forces_ev_per_a": [[0.05, -0.51, 0.19], [0.04, 0.02, 0.02], [-0.07, -0.02, 0.17], [0.02, 0.01, -0.03], [0.00, 0.03, -0.33], [0.02, 0.10, -0.03], [0.00, 0.04, -0.04], [-0.01, -0.08, 0.01], [0.01, 0.07, 0.02], [0.00, 0.01, -0.03], [-0.04, -0.12, -0.04], [0.03, -0.02, 0.02], [-0.09, 0.10, 0.02], [0.00, 0.01, -0.01], [0.08, -0.01, 0.07], [-0.01, 0.00, -0.01], [0.00, -0.01, 0.01], [0.00, 0.01, 0.01], [0.00, 0.00, -0.01], [-0.05, 0.02, 0.02], [0.10, -0.12, -0.15], [-0.05, 0.28, -0.04], [0.00, 0.04, -0.07], [-0.06, 0.02, 0.06], [0.01, 0.05, 0.00], [0.01, 0.00, -0.06], [-0.04, -0.05, -0.01], [0.01, 0.07, 0.14], [0.00, 0.00, -0.01], [0.00, 0.00, 0.00], [0.01, 0.00, 0.01], [0.01, -0.01, 0.00], [-0.02, 0.14, 0.06], [0.01, -0.12, 0.08], [0.03, 0.02, -0.09], [-0.02, -0.01, 0.04], [0.03, 0.03, -0.05], [-0.07, -0.04, 0.03], [0.09, 0.01, 0.02], [0.00, 0.02, 0.02], [0.00, 0.00, -0.01], [0.00, -0.01, 0.01], [-0.01, 0.00, 0.00]],
  "e_above_lowest_kcal_mol": 8.7,
  "s2": 2.013,
  "total_charge": 1,
  "spin_multiplicity": 3
}